No. 1
Entry from the Open Molecules 2025 dataset: a cluster of 9 separate species, C36H45F18N3O12 in total at a distorted geometry (wB97M-V/def2-TZVPD).

Computed properties:
Net charge: 0
2S+1: 1
SMILES string: CCOC(=O)C(F)(F)F.CCOC(=O)C(F)(F)F.CCOC(=O)C(F)(F)F.CCOC(=O)C(F)(F)F.CCOC(=O)C(F)(F)F.CCOC(=O)C(F)(F)F.c1cc[nH]c1.c1cc[nH]c1.c1cc[nH]c1
Calculated total energy in Eh: -4263.552184

Last columns: bonded neighbours and bond lengths (Å).
Positions of all 114 atoms, in Å:
1 C 0.679 -2.768 3.058  C2 1.521, H10 1.088, H11 1.100, H12 1.086
2 C 1.190 -3.997 3.794  C1 1.521, O3 1.453, H13 1.089, H14 1.089
3 O 2.158 -3.588 4.796  C2 1.453, C4 1.320
4 C 1.869 -3.619 6.084  O3 1.320, O5 1.199, C6 1.556
5 O 0.761 -3.669 6.540  C4 1.199
6 C 3.147 -3.547 6.969  C4 1.556, F7 1.328, F8 1.329, F9 1.349
7 F 3.192 -4.528 7.863  C6 1.328
8 F 4.256 -3.549 6.237  C6 1.329
9 F 3.087 -2.387 7.654  C6 1.349
10 H -0.052 -2.157 3.583  C1 1.088
11 H 0.005 -3.122 2.264  C1 1.100
12 H 1.486 -2.218 2.583  C1 1.086
13 H 1.821 -4.605 3.146  C2 1.089
14 H 0.480 -4.641 4.310  C2 1.089
15 C -4.592 -1.164 -1.473  C16 1.534, H24 1.087, H25 1.093, H26 1.088
16 C -3.498 -0.594 -2.384  C15 1.534, O17 1.409, H27 1.092, H28 1.094
17 O -3.233 -1.460 -3.463  C16 1.409, C18 1.317
18 C -3.845 -1.390 -4.628  O17 1.317, O19 1.190, C20 1.558
19 O -4.651 -0.562 -4.913  C18 1.190
20 C -3.450 -2.533 -5.609  C18 1.558, F21 1.331, F22 1.318, F23 1.317
21 F -3.138 -1.941 -6.759  C20 1.331
22 F -2.412 -3.222 -5.180  C20 1.318
23 F -4.473 -3.336 -5.817  C20 1.317
24 H -4.301 -2.200 -1.318  C15 1.087
25 H -5.551 -1.069 -1.989  C15 1.093
26 H -4.716 -0.510 -0.612  C15 1.088
27 H -2.604 -0.447 -1.775  C16 1.092
28 H -3.732 0.409 -2.754  C16 1.094
29 C -6.023 -0.005 5.556  C30 1.531, H38 1.088, H39 1.091, H40 1.087
30 C -4.497 -0.098 5.487  C29 1.531, O31 1.439, H41 1.088, H42 1.090
31 O -4.189 -0.598 4.173  C30 1.439, C32 1.316
32 C -3.139 -1.376 4.021  O31 1.316, O33 1.193, C34 1.539
33 O -2.170 -1.338 4.715  C32 1.193
34 C -3.256 -2.372 2.853  C32 1.539, F35 1.321, F36 1.321, F37 1.344
35 F -3.042 -3.608 3.269  C34 1.321
36 F -4.416 -2.293 2.225  C34 1.321
37 F -2.291 -2.072 1.967  C34 1.344
38 H -6.360 0.538 6.437  C29 1.088
39 H -6.383 -1.031 5.648  C29 1.091
40 H -6.426 0.444 4.652  C29 1.087
41 H -4.121 -0.773 6.253  C30 1.088
42 H -4.028 0.883 5.564  C30 1.090
43 C 1.663 -1.241 -2.544  C44 1.529, H52 1.092, H53 1.093, H54 1.088
44 C 0.863 -1.219 -3.847  C43 1.529, O45 1.405, H55 1.091, H56 1.091
45 O 0.000 -0.113 -3.912  C44 1.405, C46 1.311
46 C 0.240 0.940 -4.655  O45 1.311, O47 1.194, C48 1.537
47 O 1.308 1.315 -5.035  C46 1.194
48 C -1.047 1.725 -4.953  C46 1.537, F49 1.343, F50 1.329, F51 1.334
49 F -1.982 0.857 -5.373  C48 1.343
50 F -1.534 2.366 -3.895  C48 1.329
51 F -0.843 2.576 -5.960  C48 1.334
52 H 0.949 -1.294 -1.718  C43 1.092
53 H 2.193 -0.303 -2.362  C43 1.093
54 H 2.390 -2.042 -2.426  C43 1.088
55 H 0.298 -2.153 -3.825  C44 1.091
56 H 1.524 -1.346 -4.706  C44 1.091
57 C 3.610 -4.285 -0.001  C58 1.521, H66 1.090, H67 1.091, H68 1.089
58 C 4.776 -4.180 0.970  C57 1.521, O59 1.446, H69 1.091, H70 1.090
59 O 5.075 -2.849 1.451  C58 1.446, C60 1.305
60 C 5.639 -2.034 0.602  O59 1.305, O61 1.203, C62 1.549
61 O 5.926 -2.215 -0.552  C60 1.203
62 C 5.830 -0.620 1.205  C60 1.549, F63 1.316, F64 1.346, F65 1.347
63 F 6.467 0.184 0.381  C62 1.316
64 F 4.617 -0.112 1.492  C62 1.346
65 F 6.503 -0.665 2.371  C62 1.347
66 H 2.678 -3.822 0.323  C57 1.090
67 H 3.443 -5.357 -0.121  C57 1.091
68 H 3.851 -3.870 -0.978  C57 1.089
69 H 5.600 -4.752 0.541  C58 1.091
70 H 4.579 -4.681 1.917  C58 1.090
71 C -4.711 4.133 -4.985  C72 1.516, H80 1.085, H81 1.099, H82 1.091
72 C -3.396 4.884 -4.933  C71 1.516, O73 1.423, H83 1.093, H84 1.094
73 O -3.003 5.128 -3.588  C72 1.423, C74 1.308
74 C -1.935 5.857 -3.389  O73 1.308, O75 1.196, C76 1.544
75 O -1.436 6.623 -4.159  C74 1.196
76 C -1.384 5.835 -1.946  C74 1.544, F77 1.345, F78 1.324, F79 1.330
77 F -2.039 4.931 -1.197  C76 1.345
78 F -0.092 5.543 -1.954  C76 1.324
79 F -1.558 7.018 -1.363  C76 1.330
80 H -5.098 4.156 -5.997  C71 1.085
81 H -5.441 4.651 -4.347  C71 1.099
82 H -4.730 3.191 -4.434  C71 1.091
83 H -3.465 5.775 -5.564  C72 1.093
84 H -2.588 4.363 -5.455  C72 1.094
85 C 2.909 3.819 -1.937  C86 1.413, C89 1.365, H90 1.082
86 C 3.924 2.913 -1.554  C85 1.413, C87 1.372, H91 1.078
87 C 4.362 2.313 -2.708  C86 1.372, N88 1.382, H92 1.077
88 N 3.680 2.890 -3.761  C87 1.382, C89 1.359, H93 1.005
89 C 2.790 3.806 -3.297  C85 1.365, N88 1.359, H94 1.077
90 H 2.322 4.465 -1.297  C85 1.082
91 H 4.375 2.889 -0.575  C86 1.078
92 H 5.230 1.709 -2.913  C87 1.077
93 H 4.036 2.906 -4.701  N88 1.005
94 H 2.209 4.432 -3.952  C89 1.077
95 C 2.434 -0.009 5.045  C96 1.424, C99 1.371, H100 1.074
96 C 3.286 0.701 4.153  C95 1.424, C97 1.364, H101 1.079
97 C 2.495 1.462 3.342  C96 1.364, N98 1.370, H102 1.078
98 N 1.187 1.136 3.592  C97 1.370, C99 1.361, H103 1.005
99 C 1.154 0.262 4.635  C95 1.371, N98 1.361, H104 1.080
100 H 2.711 -0.539 5.937  C95 1.074
101 H 4.362 0.778 4.158  C96 1.079
102 H 2.808 2.212 2.634  C97 1.078
103 H 0.422 1.368 2.983  N98 1.005
104 H 0.198 0.015 5.070  C99 1.080
105 C -1.178 0.819 0.367  C106 1.436, C109 1.375, H110 1.079
106 C -0.123 -0.103 0.678  C105 1.436, C107 1.366, H111 1.074
107 C 1.017 0.541 0.290  C106 1.366, N108 1.355, H112 1.081
108 N 0.729 1.658 -0.422  C107 1.355, C109 1.381, H113 1.007
109 C -0.639 1.841 -0.379  C105 1.375, N108 1.381, H114 1.077
110 H -2.230 0.705 0.579  C105 1.079
111 H -0.152 -1.046 1.193  C106 1.074
112 H 2.064 0.351 0.479  C107 1.081
113 H 1.423 2.275 -0.813  N108 1.007
114 H -1.091 2.650 -0.929  C109 1.077

No. 2
Entry from the Open Molecules 2025 dataset: a cluster of 7 separate species, C36H45F4N9P in total (wB97M-V/def2-TZVPD).

Computed properties:
Net charge: +1
2S+1: 1
Calculated total energy in Eh: -2632.051469

Last columns: bonded neighbours and bond lengths (Å).
Positions of all 95 atoms, in Å:
1 C -1.036 -4.986 1.132  C2 1.535, H15 1.086, H16 1.090, H17 1.090
2 C 0.321 -4.294 1.330  C1 1.535, C3 1.529, H18 1.092, H19 1.104
3 C 1.341 -4.648 0.247  C2 1.529, C4 1.517, H20 1.093, H21 1.091
4 C 2.780 -4.336 0.610  C3 1.517, N5 1.482, H22 1.099, H23 1.092
5 N 3.025 -2.882 0.757  C4 1.482, N6 1.442, H24 1.019
6 N 2.771 -2.423 2.101  N5 1.442, P7 1.859, C9 1.519, H25 1.033
7 P 4.236 -2.639 3.223  N6 1.859, N8 1.540, H26 1.396, H27 1.401
8 N 5.326 -1.671 2.728  P7 1.540, H28 1.015
9 C 2.292 -0.981 2.074  N6 1.519, F10 1.325, F11 1.332, C12 1.570
10 F 1.013 -1.037 1.730  C9 1.325
11 F 2.371 -0.549 3.331  C9 1.332
12 C 3.091 -0.055 1.090  C9 1.570, F13 1.336, F14 1.342, H29 1.087
13 F 2.273 0.251 0.079  C12 1.336
14 F 3.384 1.069 1.762  C12 1.342
15 H -1.870 -4.333 1.373  C1 1.086
16 H -1.122 -5.878 1.751  C1 1.090
17 H -1.160 -5.291 0.093  C1 1.090
18 H 0.146 -3.216 1.347  C2 1.092
19 H 0.718 -4.575 2.320  C2 1.104
20 H 1.277 -5.720 0.041  C3 1.093
21 H 1.084 -4.138 -0.683  C3 1.091
22 H 3.081 -4.885 1.512  C4 1.099
23 H 3.465 -4.656 -0.179  C4 1.092
24 H 4.006 -2.672 0.573  N5 1.019
25 H 1.960 -2.954 2.457  N6 1.033
26 H 3.587 -2.385 4.433  P7 1.396
27 H 4.420 -4.027 3.149  P7 1.401
28 H 6.177 -2.134 2.422  N8 1.015
29 H 4.011 -0.500 0.719  C12 1.087
30 N -4.148 -3.645 0.581  C31 1.333, C35 1.332
31 C -5.439 -3.956 0.698  N30 1.333, C32 1.387, H36 1.084
32 C -6.446 -3.013 0.842  C31 1.387, C33 1.386, H37 1.082
33 C -6.095 -1.673 0.857  C32 1.386, C34 1.386, H38 1.083
34 C -4.758 -1.329 0.733  C33 1.386, C35 1.386, H39 1.081
35 C -3.832 -2.351 0.601  N30 1.332, C34 1.386, H40 1.087
36 H -5.676 -5.014 0.674  C31 1.084
37 H -7.479 -3.321 0.920  C32 1.082
38 H -6.855 -0.908 0.958  C33 1.083
39 H -4.435 -0.298 0.727  C34 1.081
40 H -2.776 -2.117 0.492  C35 1.087
41 N -2.615 1.374 -0.103  C42 1.331, C46 1.332
42 C -1.367 1.080 0.256  N41 1.331, C43 1.386, H47 1.086
43 C -0.462 2.018 0.726  C42 1.386, C44 1.385, H48 1.080
44 C -0.869 3.338 0.825  C43 1.385, C45 1.384, H49 1.083
45 C -2.160 3.662 0.444  C44 1.384, C46 1.388, H50 1.082
46 C -2.992 2.648 -0.010  N41 1.332, C45 1.388, H51 1.084
47 H -1.081 0.037 0.160  C42 1.086
48 H 0.537 1.723 1.010  C43 1.080
49 H -0.189 4.101 1.183  C44 1.083
50 H -2.520 4.680 0.497  C45 1.082
51 H -4.009 2.866 -0.318  C46 1.084
52 N -9.403 -2.568 -0.979  C53 1.331, C57 1.332
53 C -9.070 -2.847 -2.237  N52 1.331, C54 1.387, H58 1.084
54 C -9.063 -1.907 -3.256  C53 1.387, C55 1.385, H59 1.081
55 C -9.422 -0.603 -2.954  C54 1.385, C56 1.386, H60 1.082
56 C -9.773 -0.297 -1.649  C55 1.386, C57 1.387, H61 1.081
57 C -9.746 -1.311 -0.704  N52 1.332, C56 1.387, H62 1.085
58 H -8.797 -3.878 -2.438  C53 1.084
59 H -8.784 -2.193 -4.261  C54 1.081
60 H -9.432 0.159 -3.722  C55 1.082
61 H -10.065 0.705 -1.367  C56 1.081
62 H -10.017 -1.109 0.327  C57 1.085
63 N 5.351 -4.479 -1.927  C64 1.334, C68 1.333
64 C 5.875 -3.267 -2.118  N63 1.334, C65 1.385, H69 1.087
65 C 6.176 -2.745 -3.365  C64 1.385, C66 1.386, H70 1.081
66 C 5.920 -3.524 -4.483  C65 1.386, C67 1.385, H71 1.082
67 C 5.380 -4.786 -4.303  C66 1.385, C68 1.386, H72 1.081
68 C 5.115 -5.216 -3.012  N63 1.333, C67 1.386, H73 1.084
69 H 6.078 -2.687 -1.222  C64 1.087
70 H 6.604 -1.756 -3.455  C65 1.081
71 H 6.143 -3.154 -5.475  C66 1.082
72 H 5.169 -5.430 -5.145  C67 1.081
73 H 4.697 -6.201 -2.837  C68 1.084
74 N 0.122 8.474 -2.666  C75 1.331, C79 1.330
75 C 0.624 9.008 -1.555  N74 1.331, C76 1.388, H80 1.084
76 C 0.524 8.415 -0.305  C75 1.388, C77 1.385, H81 1.081
77 C -0.134 7.200 -0.204  C76 1.385, C78 1.386, H82 1.084
78 C -0.662 6.632 -1.352  C77 1.386, C79 1.387, H83 1.082
79 C -0.506 7.307 -2.554  N74 1.330, C78 1.387, H84 1.085
80 H 1.132 9.958 -1.674  C75 1.084
81 H 0.954 8.895 0.563  C76 1.081
82 H -0.234 6.708 0.756  C77 1.084
83 H -1.180 5.683 -1.324  C78 1.082
84 H -0.904 6.892 -3.474  C79 1.085
85 N 4.966 6.341 0.284  C86 1.331, C90 1.330
86 C 5.460 6.832 1.418  N85 1.331, C87 1.388, H91 1.084
87 C 5.438 6.147 2.625  C86 1.388, C88 1.385, H92 1.081
88 C 4.871 4.884 2.656  C87 1.385, C89 1.386, H93 1.083
89 C 4.353 4.360 1.482  C88 1.386, C90 1.387, H94 1.080
90 C 4.425 5.127 0.328  N85 1.330, C89 1.387, H95 1.085
91 H 5.895 7.823 1.355  C86 1.084
92 H 5.856 6.598 3.515  C87 1.081
93 H 4.834 4.319 3.579  C88 1.083
94 H 3.899 3.381 1.458  C89 1.080
95 H 4.027 4.752 -0.609  C90 1.085

| no. | orbital gap (eV) | HOMO (Ha) |
| --- | --- | --- |
| 1 | 8.32 | -0.2903 |
| 2 | 7.93 | -0.4031 |